{"formula": "C38H41Br2N8O10SeSm", "method": "ωB97M-V/def2-TZVPD", "e_homo_ev": [-2.97, -2.97], "multiplicity": 6, "e_above_lowest_kcal_mol": 0.0, "total_charge": -2, "lumo_ev": [3.516, 3.517], "e_tot_ha": -10870.811826, "s2": 8.7568, "symbols": ["Sm", "Br", "Br", "Se", "O", "O", "O", "O", "O", "O", "O", "O", "O", "O", "N", "N", "N", "N", "N", "N", "N", "N", "C", "C", "C", "C", "C", "C", "C", "C", "C", "C", "C", "C", "C", "C", "C", "C", "C", "C", "C", "C", "C", "C", "C", "C", "C", "C", "C", "C", "C", "C", "C", "C", "C", "C", "C", "C", "C", "C", "H", "H", "H", "H", "H", "H", "H", "H", "H", "H", "H", "H", "H", "H", "H", "H", "H", "H", "H", "H", "H", "H", "H", "H", "H", "H", "H", "H", "H", "H", "H", "H", "H", "H", "H", "H", "H", "H", "H", "H", "H"], "xyz": [[-0.9910, -0.0074, -0.0207], [-5.9236, 3.3719, -5.0955], [-4.0523, -1.8162, -3.7670], [1.3723, 3.3780, 0.0393], [0.6768, 0.6641, 2.1180], [0.4519, 0.9256, -1.8889], [-2.2001, -9.2068, -2.2917], [-2.5413, -3.1866, 2.6047], [0.9483, -3.2509, -1.9138], [-4.7598, 0.8954, 2.3758], [-2.2761, -0.2470, -1.9734], [-1.1902, -1.5476, 1.8296], [-0.7829, -2.2165, -0.9578], [-4.0945, -8.3377, -1.8111], [1.8996, -1.2151, 0.1048], [-3.1337, -0.0213, 1.0270], [-1.5910, 2.1495, 1.3411], [-2.1349, 2.4343, -1.5400], [-2.8896, -8.2605, -1.9767], [0.6838, 0.5236, 4.3820], [2.6762, 0.5096, 3.1894], [5.1268, 6.2639, -0.1749], [-3.5470, 4.2455, -3.1503], [1.7384, -2.2359, 0.9815], [1.3174, 0.5805, 3.1502], [3.4072, -0.2431, 4.1865], [-3.0546, 2.3062, 1.5186], [-3.7449, 0.9641, 1.6655], [-1.9482, 3.7219, -1.4449], [-0.7685, 0.5001, 4.3285], [-2.9528, -5.8436, -1.3368], [-3.7666, 2.8417, -3.2646], [-4.8297, 0.8975, -4.2888], [3.5131, 4.8415, -1.2432], [-3.9740, 0.0614, -3.5379], [-0.9541, -4.5359, -1.4680], [2.5440, 0.0352, -2.9018], [-0.1942, -3.2162, -1.4714], [-2.3557, -2.1548, 1.9748], [-0.2356, -5.6771, -1.7978], [-2.2191, -6.9451, -1.7447], [3.8900, -2.2548, -0.6642], [-2.3052, -4.6206, -1.2098], [3.7459, -3.2757, 0.2570], [3.2340, 0.0193, -1.5191], [-2.6237, 4.6674, -2.2473], [-4.6987, 2.2605, -4.1704], [2.9864, -1.2038, -0.6671], [1.0123, 0.0425, -2.8710], [3.4064, 0.7823, 1.9700], [2.8588, 4.5251, -0.0495], [-3.0505, 0.5267, -2.5921], [-3.5154, -1.4033, 1.3237], [2.6701, -3.2249, 1.1485], [1.2404, 1.3185, 5.4781], [3.3866, 5.1427, 1.0735], [-3.0112, 1.9705, -2.4539], [4.6130, 5.6738, -1.2564], [4.4983, 5.9777, 0.9751], [-0.8385, -6.8956, -1.9764], [1.3571, 0.7051, 6.3754], [-4.0082, -5.9157, -1.1491], [2.8143, -0.8420, -3.5054], [2.7230, -0.7940, 4.8268], [0.6977, -0.9537, -2.6432], [0.5456, 2.1306, 5.7534], [-4.1277, 4.9447, -3.7497], [3.1687, 4.4101, -2.1746], [-3.4867, 2.8497, 0.6801], [-4.4080, -1.4949, 1.9579], [0.7892, -2.2168, 1.5309], [-1.0712, 2.9828, 1.1383], [-5.5513, 0.4324, -4.9514], [2.9209, 0.9458, -3.3838], [2.7386, 1.2360, 1.2417], [-1.2167, 4.0874, -0.7138], [4.2015, 1.5001, 2.1758], [4.2852, 0.1356, -1.6788], [-1.1923, 1.8050, 2.1990], [-1.0984, -0.1311, 3.5113], [-3.3155, 2.9340, 2.4138], [-0.2813, -7.7840, -2.2347], [2.9032, 4.9642, 2.0358], [4.7125, -2.2647, -1.3787], [5.0823, 5.9236, -2.2200], [1.0206, 1.6754, -1.5941], [2.9159, 0.9049, -0.9766], [4.9425, 6.4436, 1.8471], [4.0316, 0.3893, 4.8285], [0.8121, -5.5892, -2.0329], [2.1942, 1.7708, 5.1761], [-1.1200, 0.0638, 5.2682], [3.8367, -0.1332, 1.5734], [0.6254, 0.3928, -3.8366], [-3.7749, -1.9086, 0.3683], [-2.4124, 5.7253, -2.1468], [4.0531, -0.9635, 3.6756], [-1.1922, 1.5050, 4.2369], [4.4779, -4.0815, 0.2884], [-2.8318, -3.7351, -0.9194], [2.4902, -4.0245, 1.8819]], "mulliken_spin": [5.04, 0.00, 0.00, 0.00, 0.00, 0.00, 0.00, 0.00, 0.00, 0.00, -0.01, -0.02, -0.01, 0.00, 0.00, -0.01, 0.00, 0.00, 0.00, 0.00, 0.00, 0.00, 0.00, 0.00, 0.00, 0.00, 0.00, 0.00, 0.00, 0.00, 0.00, 0.00, 0.00, 0.00, 0.00, 0.00, 0.00, 0.00, 0.00, 0.00, 0.00, 0.00, 0.00, 0.00, 0.00, 0.00, 0.00, 0.00, 0.00, 0.00, 0.00, 0.00, 0.00, 0.00, 0.00, 0.00, 0.00, 0.00, 0.00, 0.00, 0.00, 0.00, 0.00, 0.00, 0.00, 0.00, 0.00, 0.00, 0.00, 0.00, 0.00, 0.00, 0.00, 0.00, 0.00, 0.00, 0.00, 0.00, 0.00, 0.00, 0.00, 0.00, 0.00, 0.00, 0.00, 0.00, 0.00, 0.00, 0.00, 0.00, 0.00, 0.00, 0.00, 0.00, 0.00, 0.00, 0.00, 0.00, 0.00, 0.00, 0.00]}